89
Properties=species:S:1:pos:R:3:forces:R:3:mulliken_charge:R:1 method="wB97M-V/def2-TZVPD" charge=-2 max_force_ev_per_a=1.1 e_homo_ev=-3.972 relative_energy_kj_mol=163.12
Sr -0.506685 0.380849 0.867692 0.0 -0.6 0.0 1.552
O -0.103242 6.900649 -2.182764 0.1 -0.3 -0.5 -0.787
C -1.168840 6.447472 -1.666527 -0.6 -0.2 0.3 0.236
O -2.079476 7.098432 -1.154883 0.0 0.0 -0.1 -0.730
C -1.276970 4.906768 -1.596481 0.4 0.2 -0.4 0.601
C -0.369810 4.096965 -2.284521 -0.1 -0.1 0.2 -0.886
C -0.311413 2.743661 -1.985852 0.0 0.4 0.3 -0.701
N -1.078503 2.188109 -1.035522 -0.3 -0.1 -0.6 -0.207
C -2.048884 2.926290 -0.489664 0.4 0.2 0.4 0.373
C -2.173949 4.288868 -0.751475 -0.1 0.1 0.3 -0.568
C -2.857176 2.284566 0.665066 -0.1 0.0 0.0 0.264
O -3.337494 3.067397 1.482819 -0.2 0.0 -0.1 -0.730
O -2.875919 1.010608 0.694661 0.2 0.3 -0.1 -0.882
H 0.315121 4.537304 -2.996845 0.0 -0.2 -0.2 1.001
H 0.426709 2.105152 -2.449483 0.0 -0.1 -0.1 0.534
H -2.890040 4.874181 -0.194154 0.0 0.0 0.0 0.565
F 1.899672 6.573544 1.986908 0.1 0.0 0.0 -0.461
C 2.697428 5.484366 1.884370 -0.1 -0.1 0.1 0.014
C 2.180391 4.267081 2.197292 0.2 0.2 -0.1 -0.792
C 3.004989 3.140691 2.118326 -0.3 -0.2 -0.3 -0.500
C 2.396254 1.888597 1.660140 -0.1 0.0 0.3 1.493
O 1.288594 1.990007 1.111090 -0.1 -0.1 0.4 -0.242
C 3.210308 0.710838 1.809886 0.0 0.1 0.0 0.022
C 4.524891 0.923211 2.078425 0.1 0.0 -0.4 -0.676
N 5.150771 2.140373 2.066705 0.0 0.0 0.1 0.179
C 6.587144 2.224194 2.042198 0.0 0.0 0.0 -0.134
C 7.274661 2.586113 0.752706 0.0 0.0 0.0 -0.380
C 7.371236 1.191847 1.292856 0.0 0.0 0.0 -0.979
C 4.381977 3.293948 1.996519 -0.2 -0.1 -0.1 0.013
C 4.861046 4.538303 1.553315 0.2 -0.2 0.2 -0.359
C 3.979532 5.568333 1.288959 -0.4 0.2 0.2 -0.164
N 4.305646 6.444100 0.235203 0.3 0.2 0.0 0.145
C 4.459511 5.657311 -1.002587 0.4 -0.2 -0.2 -1.258
C 3.132900 5.167807 -1.535897 -0.2 0.0 0.0 0.562
N 2.302685 6.343814 -1.901960 0.4 -0.4 -0.2 0.308
C 2.135922 7.274182 -0.750372 0.0 0.0 -0.1 -0.352
C 3.465079 7.599954 -0.057421 -0.2 0.0 -0.1 -1.261
C 2.790557 -0.717883 1.413822 0.2 0.3 -0.2 -0.130
O 3.559614 -1.628088 1.708914 -0.1 0.0 0.1 -0.830
O 1.740297 -0.760725 0.704292 -0.2 -0.2 0.2 -0.174
H 1.116990 4.152961 2.365789 0.0 0.0 0.0 0.569
H 5.168214 0.059041 2.169376 0.0 0.0 0.0 0.822
H 7.020713 2.604780 2.960105 0.0 0.0 0.0 0.339
H 8.139724 3.233012 0.803072 0.0 0.0 0.0 0.284
H 6.642413 2.722770 -0.114693 0.0 0.0 0.0 0.152
H 8.301868 0.866566 1.735218 0.0 0.0 0.0 0.273
H 6.823888 0.421559 0.769131 0.0 0.0 0.0 0.350
H 5.878324 4.631164 1.202187 0.0 0.0 0.0 0.964
H 5.083425 4.789234 -0.812767 0.1 0.1 -0.1 -0.149
H 4.978814 6.269109 -1.746480 -0.1 0.0 0.0 0.533
H 2.582851 4.619227 -0.766956 0.0 0.0 0.0 -0.224
H 3.229926 4.536886 -2.417963 0.2 0.0 -0.2 0.366
H 1.322928 6.057725 -2.233583 0.0 1.0 0.4 -0.066
H 2.754864 6.815403 -2.683956 -0.1 0.0 -0.1 0.425
H 1.442944 6.773872 -0.084986 -0.1 0.1 0.0 0.305
H 1.649614 8.175751 -1.117306 0.0 -0.1 0.0 0.589
H 3.234904 8.147691 0.853446 0.1 0.0 0.0 0.503
H 4.059791 8.263348 -0.693094 0.0 0.0 0.0 0.455
O -1.452124 -3.947713 5.472706 -0.1 -0.2 0.0 -0.580
C -2.012994 -4.425322 4.388718 0.0 0.0 0.1 0.539
O -2.614281 -5.482424 4.366204 0.0 0.0 0.0 -0.673
C -1.883927 -3.612614 3.146775 0.0 0.0 0.0 0.071
C -2.407327 -4.018532 1.941179 0.0 0.0 0.0 -0.503
N -2.100478 -3.067795 1.044835 0.0 0.0 0.0 -0.250
N -1.409821 -2.058092 1.586877 -0.1 0.0 -0.1 0.206
C -1.268654 -2.364253 2.866269 0.0 0.0 0.0 -0.089
C -0.557298 -1.384264 3.781667 0.0 0.0 0.0 0.585
O -0.395239 -1.757537 4.967531 0.0 0.1 0.0 -0.879
O -0.210879 -0.296899 3.282454 0.0 0.0 -0.1 -0.629
H -0.992423 -3.036082 5.282612 0.1 0.1 0.0 0.460
H -2.962220 -4.906201 1.692352 0.0 0.0 0.0 0.520
H -2.353980 -3.020638 0.074034 0.0 0.0 0.0 0.080
N 0.848502 -1.262252 -1.991926 0.6 0.5 0.0 -0.349
C 1.653573 -0.357205 -2.743218 -0.1 0.0 0.0 0.436
C 2.449218 0.606139 -2.107492 0.2 0.2 -0.3 -0.461
C 3.167154 1.537010 -2.860211 -0.3 -0.4 -0.3 -0.474
C 3.107234 1.528959 -4.261032 0.3 0.3 0.8 -0.268
C 2.331445 0.573391 -4.874829 -0.1 -0.1 -0.4 -0.400
C 1.616719 -0.352292 -4.135732 -0.2 -0.2 0.2 -0.587
S 4.064094 2.708414 -5.217959 0.1 0.0 0.0 1.257
O 3.476444 2.695008 -6.545303 0.0 -0.1 -0.1 -0.752
O 5.435908 2.227240 -5.149993 0.0 -0.1 0.0 -0.730
O 3.891678 3.985717 -4.521511 -0.2 0.3 0.4 -0.644
H 0.735773 -2.145080 -2.468628 0.0 0.0 0.0 0.269
H 1.267387 -1.409843 -1.072014 -0.1 -0.1 0.0 0.213
H 2.482444 0.632458 -1.028603 0.0 0.0 0.1 0.202
H 3.765528 2.290258 -2.360505 0.0 -0.1 0.0 0.487
H 2.269825 0.574669 -5.955582 0.0 0.0 0.0 0.469
H 0.990683 -1.073342 -4.651640 0.0 0.0 0.0 0.306

***

82
Properties=species:S:1:pos:R:3:forces:R:3:mulliken_charge:R:1 method="wB97M-V/def2-TZVPD" charge=-2 max_force_ev_per_a=3.8 e_homo_ev=-1.936 relative_energy_kj_mol=281.93
Zr -0.456051 -0.332354 0.153668 3.3 -0.5 -1.8 0.694
S 1.236447 -2.310723 0.908003 -0.4 -0.1 0.2 -0.343
C 0.701030 -3.246456 2.265859 0.0 -0.1 0.0 0.564
C 1.465779 -4.358230 2.689330 0.0 0.0 -0.1 -0.884
C 1.115958 -5.124323 3.779658 0.0 0.0 0.0 -0.459
C -0.031287 -4.837209 4.521819 0.0 0.0 0.0 -0.644
C -0.800360 -3.754257 4.138674 0.0 0.0 0.0 -0.516
C -0.437531 -2.963425 3.050329 0.1 0.2 0.2 0.060
S -1.488349 -1.614999 2.595284 0.1 -0.3 -0.1 0.010
C -0.982908 -0.226588 3.675574 -0.1 -0.4 0.2 -0.284
C -1.549027 0.997089 3.011473 -0.3 0.1 0.0 0.626
C -1.675669 2.255617 3.581933 0.1 -0.2 0.0 -1.059
C -2.294074 3.243569 2.841312 -0.1 0.1 -0.2 -0.261
C -2.829849 2.965405 1.586613 -0.2 -0.1 0.4 -0.744
C -2.698678 1.681196 1.101057 -0.1 0.1 -0.1 0.649
C -3.326662 1.179303 -0.172203 -0.3 0.2 -0.2 -1.194
S -2.192143 0.876949 -1.612803 -0.2 -0.2 0.5 0.280
C -3.101287 -0.443737 -2.387498 0.0 0.1 -0.1 0.057
C -3.832710 -0.089563 -3.521772 0.0 0.1 0.0 -0.558
C -4.523787 -1.032807 -4.259112 0.0 0.0 0.0 -0.741
C -4.475485 -2.361580 -3.843470 0.0 0.0 0.0 -0.496
C -3.751399 -2.718765 -2.724820 0.0 0.0 0.0 -0.789
C -3.031687 -1.780551 -1.958286 0.0 -0.2 0.1 0.514
S -2.127413 -2.359386 -0.583322 -0.5 0.1 0.0 -0.460
N -2.045335 0.746645 1.806138 0.2 0.6 -1.1 0.109
H 2.352500 -4.601205 2.117072 0.0 0.0 0.0 0.436
H 1.738983 -5.968887 4.054111 0.0 0.0 0.0 0.335
H -0.319350 -5.449655 5.366961 0.0 0.0 0.0 0.339
H -1.708197 -3.507726 4.678238 0.0 0.0 0.0 0.382
H 0.099497 -0.227295 3.766757 0.1 0.1 0.0 -0.050
H -1.423815 -0.338781 4.667331 0.1 0.0 0.0 0.644
H -1.251767 2.462263 4.555173 0.0 0.0 0.0 0.435
H -2.362478 4.248013 3.238593 0.0 0.0 0.0 0.393
H -3.339003 3.731087 1.019948 0.1 0.0 -0.1 0.383
H -4.115322 1.859181 -0.494865 0.0 0.0 0.0 0.596
H -3.757865 0.199056 0.036679 0.0 0.0 0.0 0.428
H -3.833626 0.950339 -3.828360 0.0 0.0 0.0 0.455
H -5.073635 -0.743139 -5.145440 0.0 0.0 0.0 0.360
H -4.995203 -3.128148 -4.407151 0.0 0.0 0.0 0.347
H -3.703416 -3.755972 -2.416518 0.0 0.0 0.0 0.447
C 3.089232 2.577477 1.122703 -0.1 0.0 0.0 -0.820
Te 1.713470 1.329505 2.148429 0.8 -0.3 1.0 0.509
C 2.816895 1.959042 3.973076 -0.1 0.4 -0.2 -1.391
C 3.894022 2.902380 3.501203 0.0 0.0 0.0 0.540
C 4.787545 3.495189 4.396546 0.0 0.0 0.0 -0.527
C 5.772002 4.370171 3.968064 0.0 0.0 0.0 -0.520
C 5.878432 4.668338 2.614566 0.0 0.0 0.0 -0.496
C 5.002520 4.085028 1.715050 0.0 0.0 0.0 -0.664
C 4.009692 3.199464 2.137770 0.0 0.0 0.0 0.486
H 2.528064 3.329082 0.570676 0.0 0.0 -0.1 0.208
H 3.630217 1.957404 0.410606 0.0 0.0 0.0 0.449
H 3.252381 1.065400 4.421949 0.0 0.0 0.0 0.402
H 2.194614 2.450077 4.727838 0.0 0.0 0.0 0.383
H 4.698487 3.258947 5.452024 0.0 0.0 0.0 0.403
H 6.452096 4.819005 4.683506 0.0 0.0 0.0 0.361
H 6.641135 5.353595 2.262962 0.0 0.0 0.0 0.366
H 5.076662 4.314309 0.657987 0.0 0.0 0.0 0.457
C -1.548232 4.633753 -1.515488 0.1 0.0 -0.1 -0.990
S -0.215845 3.967109 -0.520044 -0.4 -0.2 0.1 1.277
O 0.971843 4.207660 -1.307849 0.2 0.0 0.1 -0.715
O -0.281231 4.697293 0.741282 -0.1 0.1 0.0 -0.701
O -0.568548 2.542691 -0.362363 0.0 0.4 0.1 -0.357
H -1.346912 5.692494 -1.667799 0.0 0.0 0.0 0.403
H -2.500383 4.503560 -1.002597 0.0 0.0 0.0 0.128
H -1.554675 4.108472 -2.469311 0.0 0.0 0.0 0.242
O 1.513890 0.092562 -3.475930 -0.1 0.1 0.0 -0.724
C 0.828251 -0.847206 -3.096238 0.1 -0.2 -0.1 -0.251
O 0.158577 -1.013759 -2.033790 -0.7 0.2 0.7 0.220
C 0.702487 -2.056760 -4.045479 0.0 0.0 0.0 -0.086
C 1.323980 -2.027319 -5.289950 0.0 0.0 0.0 -0.404
C 1.209044 -3.093740 -6.163386 0.0 0.0 0.0 -0.430
C 0.460546 -4.193067 -5.766240 0.0 0.0 0.0 0.206
C -0.165308 -4.252671 -4.529828 0.0 0.0 0.0 -0.649
C -0.037468 -3.174692 -3.670127 0.0 0.0 0.0 -0.049
N 0.329604 -5.326644 -6.684185 0.0 0.0 0.0 1.005
O 0.883667 -5.261794 -7.770088 0.0 0.0 0.0 -0.653
O -0.331338 -6.287867 -6.330477 0.0 0.0 0.0 -0.639
H 1.893142 -1.142344 -5.542911 0.0 0.0 0.0 0.513
H 1.680764 -3.091948 -7.134760 0.0 0.0 0.0 0.459
H -0.736533 -5.128264 -4.259208 0.0 0.0 0.0 0.452
H -0.501535 -3.173828 -2.690643 0.0 0.0 0.0 0.510
O 1.219922 0.371941 -0.029516 -1.7 0.0 0.4 -0.974

***

76
Properties=species:S:1:pos:R:3:forces:R:3:mulliken_charge:R:1 method="wB97M-V/def2-TZVPD" charge=0 max_force_ev_per_a=0.3 smiles="C/C(Br)=C(/Br)c1ccc2c(c1)C(=O)c1c(CC(=O)Cl)cccc1C2=O.c1cc[nH]c1.c1cc[nH]c1.c1cc[nH]c1.c1cc[nH]c1" e_homo_ev=-8.393
C -1.068078 -3.707203 -0.786399 -0.1 0.0 0.2 -1.357
C 0.134734 -3.769694 0.110580 0.1 0.0 -0.2 0.433
Br 1.015581 -5.438736 0.076535 -0.1 -0.3 0.2 -0.209
C 0.608103 -2.754009 0.825397 -0.1 0.0 -0.2 -0.395
Br 2.182593 -2.882830 1.856247 0.2 0.0 0.1 -0.086
C -0.003722 -1.407232 0.817919 -0.1 0.3 0.0 0.226
C 0.742126 -0.309812 0.370350 -0.2 -0.1 0.2 -0.443
C 0.184398 0.956020 0.332539 -0.2 0.0 0.2 -1.390
C -1.141536 1.131604 0.721654 0.1 -0.3 0.0 0.509
C -1.888533 0.042555 1.172235 0.2 0.1 -0.1 0.824
C -1.315029 -1.221493 1.243604 0.0 0.1 0.0 -0.738
C -3.308122 0.271513 1.570152 -0.1 -0.1 0.1 -0.135
O -3.840019 -0.359253 2.457639 0.0 -0.1 -0.2 -0.577
C -4.013834 1.333109 0.795203 0.0 0.2 -0.1 0.575
C -5.375249 1.268361 0.493107 -0.1 0.1 -0.1 0.725
C -6.248819 0.112212 0.908507 0.3 0.0 0.1 -1.465
C -7.097504 0.458076 2.109123 -0.1 0.2 0.0 0.754
O -7.522112 1.527026 2.386116 0.0 0.0 0.0 -0.427
Cl -7.472443 -0.949666 3.104922 -0.1 -0.2 0.1 -0.191
C -5.944793 2.313278 -0.236177 0.2 0.0 0.0 -0.652
C -5.194335 3.406818 -0.643397 0.0 -0.1 0.1 -0.886
C -3.845161 3.478223 -0.330393 0.1 -0.1 0.1 -0.747
C -3.256227 2.437181 0.372601 -0.2 -0.1 0.0 0.324
C -1.793509 2.470070 0.660789 0.1 0.0 0.1 0.239
O -1.172648 3.496784 0.803073 0.0 0.0 -0.2 -0.562
H -1.007926 -4.474707 -1.551004 0.0 0.0 -0.1 0.454
H -1.147580 -2.728460 -1.255755 0.0 0.0 0.0 0.352
H -1.983230 -3.886113 -0.218738 0.0 0.0 0.0 0.294
H 1.766628 -0.450692 0.050943 -0.3 -0.1 0.2 0.578
H 0.758899 1.810615 0.003247 0.1 0.0 0.0 0.704
H -1.902404 -2.044374 1.628703 0.0 0.0 0.0 0.674
H -6.935606 -0.141095 0.098911 -0.1 0.0 0.0 0.585
H -5.664962 -0.766931 1.158505 -0.1 0.0 -0.1 0.393
H -6.997072 2.259268 -0.482523 0.0 0.0 0.0 0.475
H -5.660851 4.202852 -1.206407 0.0 0.0 0.0 0.448
H -3.232495 4.314989 -0.635090 0.0 0.1 0.0 0.565
C 3.513760 -1.435900 6.697309 0.0 0.0 0.0 -0.581
C 4.880997 -1.721284 6.964887 0.0 0.0 0.0 -0.337
C 5.416311 -2.258049 5.825675 0.0 0.0 0.0 -0.561
N 4.426137 -2.306195 4.881808 0.0 0.0 0.0 0.112
C 3.262836 -1.808527 5.404493 0.0 0.0 0.0 -0.251
H 2.797592 -1.006444 7.377186 0.0 0.0 0.0 0.382
H 5.408899 -1.551734 7.888004 0.0 0.0 0.0 0.388
H 6.410808 -2.606677 5.607359 0.0 0.0 0.0 0.373
H 4.539135 -2.657713 3.950100 0.0 0.0 0.0 0.130
H 2.362836 -1.761009 4.816582 0.0 0.0 0.0 0.322
C 4.116420 -2.391012 -3.174419 0.1 0.0 -0.1 -0.311
C 3.593902 -3.389925 -4.040448 -0.1 0.0 0.0 -0.576
C 3.211776 -4.449404 -3.258197 0.0 0.0 0.0 -0.483
N 3.494515 -4.132607 -1.960011 0.1 0.1 0.1 0.051
C 4.051484 -2.887044 -1.899515 -0.1 0.1 0.0 -0.611
H 4.488529 -1.419266 -3.453324 0.0 0.0 0.0 0.479
H 3.494804 -3.330108 -5.111064 0.0 0.0 0.0 0.410
H 2.758684 -5.391612 -3.514420 0.0 0.0 0.0 0.412
H 3.294875 -4.699063 -1.156208 0.0 -0.1 0.0 0.204
H 4.333212 -2.454047 -0.954860 0.0 0.0 0.0 0.448
C 3.354152 1.945200 -1.851907 0.0 0.0 0.0 -0.870
C 4.327587 2.672683 -1.112694 0.0 0.0 0.0 -0.533
C 4.814079 1.836762 -0.144594 0.0 0.0 0.0 -0.596
N 4.173843 0.633654 -0.271216 0.0 0.0 0.0 0.191
C 3.283489 0.689858 -1.309908 0.1 0.0 -0.1 -0.461
H 2.775219 2.302510 -2.686960 0.0 0.0 0.0 0.503
H 4.634556 3.691957 -1.275049 0.0 0.0 0.0 0.423
H 5.557714 1.993917 0.617262 0.0 0.0 0.0 0.453
H 4.332975 -0.167224 0.310996 0.0 0.0 0.0 0.199
H 2.685193 -0.165588 -1.575417 0.2 0.1 -0.2 0.807
C -2.791600 4.236520 -4.927147 0.0 0.0 0.0 -0.482
C -1.492642 4.689836 -4.566414 0.0 0.0 0.0 -0.601
C -1.082641 3.944254 -3.494013 0.0 0.0 0.0 -0.374
N -2.082678 3.059374 -3.195785 0.0 0.0 0.0 0.088
C -3.128065 3.230444 -4.061686 0.0 0.0 0.0 -0.479
H -3.406333 4.607226 -5.729911 0.0 0.0 0.0 0.412
H -0.926290 5.473680 -5.039987 0.0 0.0 0.0 0.418
H -0.171455 3.969203 -2.921195 0.0 0.0 0.0 0.446
H -2.058254 2.389499 -2.449493 0.0 0.0 0.0 0.169
H -4.015623 2.625602 -3.988537 0.0 0.0 0.0 0.418